1.
Density functional theory data (ωB97M-V with the def2-TZVPD basis set) for a 2-piece molecular cluster, C2H3IO overall.

```
! RIJCOSX wB97M-V def2-TZVPD def2/J DEFGRID3
* xyz 0 3
I -4.94453 -1.12581 1.23125
O 0.89267 -0.46024 0.77321
C 0.98038 -1.02111 -0.27954
C 1.09153 -1.53465 -1.47099
H 0.19360 -1.79755 -1.99228
H 2.13775 -1.71156 -1.88321
H -4.45520 -2.61438 1.50626
*
```

electronic energy = -450.75946 Eh
HOMO level (alpha / beta) = -5.84 / -10.07 eV
LUMO level (alpha / beta) = 0.6 / -2.4 eV
orbital gap (alpha / beta) = 6.47 / 7.70 eV
ΔE to the lowest compared entry with this formula, charge and spin = 62.2 kJ/mol
<S²> = 2.011

***

2.
Density functional theory data (ωB97M-V with the def2-TZVPD basis set) for a 2-piece molecular cluster, C12H15N2O4 overall.

```
! RIJCOSX wB97M-V def2-TZVPD def2/J DEFGRID3
* xyz -1 1
O 4.07471 1.40244 -2.13993
O -0.87069 1.15055 -3.61932
O -2.42469 0.43412 -2.21803
O 3.00997 2.45427 -0.52266
N -1.52483 1.25338 -2.54988
N 3.25035 1.40659 -1.19364
C 2.52995 0.27863 -0.78799
C 0.99357 -0.72973 0.90455
C 1.78655 0.34983 0.36433
C -1.26458 2.28451 -1.70886
C 0.05761 -2.97197 0.68886
C -1.37128 -3.97556 2.50566
C -2.09623 2.35713 -0.51965
C -0.25398 3.23514 -2.13987
C 0.40132 -0.64314 2.19683
C 0.81090 -1.92859 0.16759
C -0.53804 -2.86438 1.95195
C -0.35065 -1.69159 2.70083
H 0.57559 0.26434 2.78122
H -3.16682 2.41861 -0.77286
H 0.73158 2.75838 -2.26151
H -0.14102 4.04099 -1.40392
H -2.39716 -3.64525 2.70680
H -1.83131 3.23846 0.07646
H -0.80584 -1.61874 3.69007
H 1.84369 1.26575 0.95832
H 1.28644 -2.01250 -0.81194
H -0.96675 -4.35253 3.45212
H 2.62241 -0.61911 -1.40257
H -0.50281 3.68768 -3.11370
H -0.07003 -3.88511 0.10498
H -1.98192 1.46484 0.11616
H -1.41600 -4.80744 1.79964
*
```

electronic energy = -876.55069 Eh
HOMO level = -2.34 eV
LUMO level = 1.4 eV
orbital gap = 3.74 eV

***

3.
Density functional theory data (ωB97M-V with the def2-TZVPD basis set) for one molecule with the formula C3H4F2O.

```
! RIJCOSX wB97M-V def2-TZVPD def2/J DEFGRID3
* xyz 0 1
F -2.36141 0.69762 -0.03559
F 2.39908 0.69147 0.02030
O -0.02777 1.77134 0.00754
C -1.29736 -0.21308 0.06447
C -0.00358 0.56496 -0.01871
C 1.29596 -0.18809 -0.05743
H -1.36315 -0.82032 0.94105
H 1.40216 -0.82480 0.84443
H 1.30380 -0.78344 -0.95293
H -1.34773 -0.89568 -0.81315
*
```

electronic energy = -391.64792 Eh
HOMO level = -10.44 eV
LUMO level = 0.7 eV
orbital gap = 11.10 eV
ΔE to the lowest compared entry with this formula, charge and spin = 65.3 kJ/mol
SMILES string = O=C(CF)CF

***

4.
Density functional theory data (ωB97M-V with the def2-TZVPD basis set) for a 2-piece molecular cluster, C2H3N2O3 overall.

```
! RIJCOSX wB97M-V def2-TZVPD def2/J DEFGRID3
* xyz -1 1
O 0.59028 1.20409 -0.65041
O 1.75473 -0.36816 0.53447
O -4.49018 0.58818 0.51054
N -2.83451 -0.25030 -0.67341
N -3.59198 -0.32218 0.26135
C -1.69162 -0.29134 -1.22741
C 1.61556 0.58310 -0.20114
H -0.86771 0.18274 -0.63183
H -1.48410 -0.65531 -2.12807
H 2.59869 0.98949 -0.55852
*
```

electronic energy = -413.16100 Eh
HOMO level = -4.53 eV
LUMO level = 3.7 eV
orbital gap = 8.20 eV
ΔE to the lowest compared entry with this formula, charge and spin = 420.5 kJ/mol

***

Repeat the fourth record exactly.
Density functional theory data (ωB97M-V with the def2-TZVPD basis set) for a 2-piece molecular cluster, C2H3N2O3 overall.

```
! RIJCOSX wB97M-V def2-TZVPD def2/J DEFGRID3
* xyz -1 1
O 0.59028 1.20409 -0.65041
O 1.75473 -0.36816 0.53447
O -4.49018 0.58818 0.51054
N -2.83451 -0.25030 -0.67341
N -3.59198 -0.32218 0.26135
C -1.69162 -0.29134 -1.22741
C 1.61556 0.58310 -0.20114
H -0.86771 0.18274 -0.63183
H -1.48410 -0.65531 -2.12807
H 2.59869 0.98949 -0.55852
*
```

electronic energy = -413.16100 Eh
HOMO level = -4.53 eV
LUMO level = 3.7 eV
orbital gap = 8.20 eV
ΔE to the lowest compared entry with this formula, charge and spin = 420.5 kJ/mol